Record 1
Density functional theory data (ωB97M-V with the def2-TZVPD basis set) for a cluster of 2 separate species, C8H8N2O2S in total.

For the highest occupied orbital energy (alpha / beta), the calculation gives -9.30 / -9.60 eV. Its charge is 0. For the orbital gap (alpha / beta), the calculation gives 7.47 / 8.65 eV. The value obtained for the energy relative to the best compared isomer or geometry (same formula, charge and spin) is 122.3 kcal per mole.

XYZ file:
```
21
Properties=species:S:1:pos:R:3:forces:R:3
C -2.486825 1.860692 0.401275 1.1 2.7 0.1
C 2.543723 -0.094063 0.131480 -2.0 -1.4 1.1
C 1.833221 -1.141843 0.666102 -1.7 -1.2 0.7
C 1.925776 1.077482 -0.118771 -1.1 1.6 -0.8
C 0.421158 -0.942720 0.908161 -0.2 -2.1 0.8
C 0.556637 1.307987 0.029616 -1.6 1.6 0.3
C -0.128519 0.255294 0.501711 0.0 -1.3 1.4
C -2.591079 0.744093 1.185268 2.5 -1.9 0.0
N -2.136171 2.815305 -0.168099 -0.9 -0.5 0.2
N -2.288362 -0.288777 -1.273247 0.0 -1.0 -0.8
O -2.434909 -1.806068 0.744359 -0.3 0.2 -0.2
O -4.451579 -0.556640 0.046396 -1.8 0.1 -0.4
S -3.054837 -0.627834 0.202572 1.7 -1.1 -0.3
H 3.533547 -0.313786 0.073580 2.9 0.3 -0.7
H 2.394361 -2.116302 0.886206 -1.3 1.5 -0.1
H 2.441668 1.888809 -0.519209 1.2 1.2 -0.5
H -0.230811 -1.750530 1.420488 1.3 1.5 -1.1
H -0.047003 2.295790 -0.086752 1.6 -1.5 -0.3
H -2.306548 0.608766 2.261704 -0.8 0.4 -1.3
H -2.870338 -0.054659 -2.059798 -1.3 1.3 0.4
H -1.943932 -1.117325 -1.769458 0.8 -0.5 1.5
```
Forces are in eV/Å.

Here are the Löwdin charges for atoms 1 to 4, given in e: number 1, C, carries -0.353; number 2, C, carries -0.112; number 3, C, carries -0.061; number 4, C, carries -0.085

***

Record 2
Density functional theory data (ωB97M-V with the def2-TZVPD basis set) for a cluster of 2 separate species, CHNO4 in total.

For the highest occupied orbital energy, the calculation gives -10.64 eV. Its SMILES is O=C=O.O=NO. Its charge is 0. For the orbital gap, the calculation gives 10.73 eV. The value obtained for the energy relative to the best compared isomer or geometry (same formula, charge and spin) is 1.5 kcal per mole.

XYZ file:
```
7
Properties=species:S:1:pos:R:3:forces:R:3
N -0.950041 0.069114 0.589642 -0.8 -0.8 -0.4
C 0.767378 -0.635686 -1.134963 1.5 0.4 -0.8
O 1.465158 0.150071 -0.621394 -0.1 0.0 0.4
O -0.207149 0.985425 1.267153 1.0 0.1 -0.4
O -2.047522 -0.125209 0.990183 1.3 0.8 0.2
O 0.293846 -1.414449 -1.829664 -0.9 -0.6 0.0
H 0.678329 0.970735 0.739042 -1.9 0.0 1.1
```
Forces are in eV/Å.

Here are the Löwdin charges for atoms 1 to 4, given in e: number 1, N, carries -0.147; number 2, C, carries -0.429; number 3, O, carries 0.153; number 4, O, carries 0.009

***

Record 3
Density functional theory data (ωB97M-V with the def2-TZVPD basis set) for a structure of composition C23H17Br2LiO2.

For the highest occupied orbital energy, the calculation gives -6.41 eV. Its charge is 0. For the orbital gap, the calculation gives 4.88 eV. The value obtained for the energy relative to the best compared isomer or geometry (same formula, charge and spin) is 22.7 kcal per mole.

XYZ file:
```
45
Properties=species:S:1:pos:R:3:forces:R:3
C -5.266451 3.577858 0.984884 0.2 -0.5 -0.3
O -4.866389 2.412397 0.221426 0.1 0.4 0.5
C -3.575108 2.002880 0.319957 0.8 0.2 0.1
C -2.614816 2.658322 1.132128 -0.9 -0.2 -0.6
C -1.298376 2.238099 1.106928 0.4 -0.7 -0.6
C -0.883475 1.144873 0.295376 -2.0 0.8 0.3
C 0.470415 0.689523 0.289763 2.4 0.9 0.7
C 1.584544 1.527649 0.228181 -1.4 -0.9 0.0
C 2.924613 1.013857 0.371316 1.3 0.1 0.1
C 4.014865 1.830641 0.399914 -1.0 -0.2 -0.1
Br 5.768136 1.120557 0.482214 -0.3 0.2 0.1
C 3.885329 3.320968 0.381507 1.2 0.9 0.3
O 4.843586 4.082093 0.543244 -1.4 -1.2 -0.3
C 2.495474 3.814721 0.156990 -0.5 -1.3 -0.1
Br 2.231308 5.673934 0.075905 0.1 -0.1 -0.1
C 1.450533 2.951571 0.021946 0.5 1.2 0.2
C -1.874461 0.474957 -0.475242 0.8 0.4 0.4
C -3.181391 0.897510 -0.478377 -0.6 0.7 0.4
H -6.319921 3.702856 0.739344 0.1 0.1 0.1
H -5.142329 3.407835 2.064541 -0.1 0.0 -0.3
H -4.698260 4.472864 0.689398 -0.1 -0.3 0.0
H -2.900850 3.516289 1.742021 0.1 -0.3 -0.2
H -0.564825 2.757653 1.724380 -0.2 -0.2 -0.1
H 0.622842 -0.379990 0.451054 0.2 0.4 -0.2
H 3.070851 -0.062463 0.458674 -0.1 0.2 -0.1
H 0.472467 3.368207 -0.197902 0.1 -0.1 0.0
H -1.558419 -0.347845 -1.116978 -0.2 0.3 0.1
H -3.926536 0.418356 -1.106447 0.1 0.1 0.1
C 3.024804 -3.518106 -1.055866 -0.5 0.1 0.4
Li -1.165085 -4.167167 1.597385 0.6 0.0 -0.6
C 2.929458 -2.125832 -1.308480 -1.2 -1.1 0.2
C 1.564205 -1.738337 -1.165544 0.1 -0.4 0.0
C 0.801731 -2.877759 -0.772117 0.6 1.3 -0.2
C 1.713504 -4.001290 -0.704894 1.0 0.3 -0.5
C 1.184879 -5.268753 -0.464053 0.1 0.0 0.4
C -0.196023 -5.444947 -0.335343 0.0 -0.8 -0.4
C -1.084199 -4.368978 -0.571258 -0.4 0.5 1.2
C -0.579102 -3.061260 -0.576919 -0.3 -0.2 -0.9
H 3.912149 -4.146944 -1.107320 -0.2 0.3 0.0
H 3.737866 -1.450286 -1.585608 -0.2 -0.3 0.0
H 1.136729 -0.783545 -1.459247 0.3 -0.3 0.1
H 1.860851 -6.119860 -0.415178 -0.2 0.0 0.1
H -0.600373 -6.456363 -0.224980 0.2 0.3 -0.2
H -2.157812 -4.551191 -0.695456 0.3 0.1 0.2
H -1.246957 -2.205571 -0.661278 0.0 -0.3 -0.1
```
Forces are in eV/Å.

Here are the Löwdin charges for atoms 1 to 4, given in e: number 1, C, carries -0.060; number 2, O, carries -0.087; number 3, C, carries -0.261; number 4, C, carries -0.011

***

Record 4
Density functional theory data (ωB97M-V with the def2-TZVPD basis set) for a structure of composition C8H13INO6PSi2.

For the highest occupied orbital energy, the calculation gives -0.02 eV. Its charge is -2. For the orbital gap, the calculation gives 3.98 eV. The value obtained for the energy relative to the best compared isomer or geometry (same formula, charge and spin) is 0.0 kcal per mole.

XYZ file:
```
32
Properties=species:S:1:pos:R:3:forces:R:3
C -2.482994 -1.748096 0.272590 -0.1 -0.1 -0.1
C -1.161699 -1.005170 0.002996 0.2 0.1 0.3
N -1.234372 -0.002670 -1.076821 -0.7 -0.5 -0.2
Si -0.977869 -0.402037 -2.707715 0.0 0.4 0.0
O -2.067806 -1.535469 -3.287186 0.3 0.0 -0.1
Si -1.937666 -3.036123 -3.905801 -0.1 -0.1 0.1
P 1.158510 -1.071057 -3.188322 -0.3 -0.2 0.1
O 1.437132 -2.245682 -2.047580 0.1 -0.2 0.1
I 2.019416 0.843430 -2.018370 0.4 0.5 -0.1
H -2.419025 -2.815417 0.036050 0.0 0.1 0.0
H -2.773551 -1.666239 1.322668 0.0 0.0 -0.1
H -3.289640 -1.337708 -0.343804 0.0 0.0 0.1
H -0.807433 -0.506070 0.910268 0.1 -0.1 -0.1
H -0.381940 -1.723371 -0.262201 -0.1 0.0 0.1
H -2.073868 0.553511 -0.952086 0.3 0.3 0.1
H -1.183157 0.830068 -3.501361 -0.1 0.0 -0.1
H -2.621820 -3.999276 -3.012161 0.0 0.0 0.0
H -0.523486 -3.446372 -4.065492 -0.1 0.0 0.0
H -2.601692 -3.086665 -5.230180 0.0 0.0 0.0
H 1.470772 -1.892751 -1.143152 -0.1 -0.1 -0.1
C 1.617853 3.033405 4.131351 0.1 0.2 0.0
C 2.507084 3.715091 3.259664 -0.2 -0.3 0.0
C 2.751908 3.078125 1.847210 0.2 0.5 0.1
O 3.469945 3.695301 1.034821 -0.1 -0.2 0.1
C 2.146533 1.840029 1.588998 -0.3 -0.5 0.1
C 1.271297 1.149098 2.459299 0.4 0.6 -0.1
C 0.952705 1.833675 3.833408 -0.2 -0.4 -0.2
O 0.130309 1.263820 4.580331 0.1 0.1 0.0
O 0.743315 0.053057 2.190432 -0.1 -0.2 0.0
O 3.090298 4.773597 3.537344 0.1 0.1 0.0
H 1.416412 3.469274 5.107095 0.0 0.1 0.0
H 2.354530 1.388692 0.627705 0.0 -0.1 0.0
```
Forces are in eV/Å.

Here are the Löwdin charges for atoms 1 to 4, given in e: number 1, C, carries -0.090; number 2, C, carries -0.295; number 3, N, carries -0.167; number 4, Si, carries 0.144

***

Record 5
Density functional theory data (ωB97M-V with the def2-TZVPD basis set) for a structure of composition C21H30Cl2IrN2OS5.

For the highest occupied orbital energy (alpha / beta), the calculation gives -12.19 / -13.22 eV. Its charge is +2. Its spin multiplicity is 2. For the orbital gap (alpha / beta), the calculation gives 5.69 / 6.71 eV. The value obtained for the energy relative to the best compared isomer or geometry (same formula, charge and spin) is 34.2 kcal per mole.

XYZ file:
```
62
Properties=species:S:1:pos:R:3:forces:R:3
Ir -0.100372 -0.266590 -0.278689 1.2 1.8 -0.1
C -0.363257 -1.112418 -3.418823 0.0 0.0 0.0
C 1.086536 -0.678993 -3.285282 -0.1 0.0 0.0
S 1.067399 0.704733 -2.119781 0.1 0.0 0.0
C 2.753164 0.778894 -1.499891 0.1 -0.1 0.1
C 3.236799 -0.525747 -0.904968 0.1 0.0 0.0
S 2.057669 -1.261327 0.288220 -0.8 -0.3 -0.3
C 2.389483 -3.006097 -0.121298 0.1 -0.1 0.1
C 1.652279 -4.009000 0.753788 0.1 0.0 0.0
S -0.128023 -3.826750 0.882214 -0.1 0.0 0.1
C -0.722970 -4.302558 -0.742698 -0.1 -0.1 -0.1
C -0.435864 -3.394274 -1.928783 0.1 0.0 0.0
S -1.051129 -1.680870 -1.825582 -0.2 0.1 0.1
H -0.476755 -1.930873 -4.128519 0.0 0.0 0.0
H -0.997999 -0.290462 -3.751803 0.0 0.0 0.0
H 1.489514 -0.338237 -4.238518 0.0 0.0 0.0
H 1.699131 -1.497590 -2.909799 0.0 0.0 0.0
H 2.706687 1.557573 -0.738341 0.0 0.0 0.0
H 3.429450 1.125422 -2.281938 0.0 -0.1 0.0
H 4.168620 -0.344000 -0.368509 0.0 -0.1 0.1
H 3.443060 -1.273050 -1.669614 0.0 0.0 0.0
H 3.465707 -3.144247 0.008269 0.0 0.1 0.0
H 2.164407 -3.133328 -1.176120 0.0 0.0 0.0
H 2.001517 -3.937495 1.785033 0.0 0.0 0.0
H 1.912024 -5.010262 0.402609 0.0 0.0 0.0
H -1.801733 -4.398767 -0.604407 0.0 0.0 0.0
H -0.354900 -5.297610 -1.004576 0.0 0.0 0.0
H -0.985324 -3.787969 -2.787800 0.0 0.1 0.0
H 0.616820 -3.375217 -2.198927 0.0 0.0 0.0
Cl -0.467167 -1.896383 4.120921 0.0 0.0 0.0
C -1.989541 -1.572588 3.374081 -0.1 0.0 0.0
C -3.135092 -1.753848 4.108117 0.0 0.0 -0.1
C -4.368579 -1.487055 3.520741 -0.1 0.0 0.1
C -4.454954 -1.039832 2.206099 0.1 0.0 0.0
C -3.311051 -0.867245 1.462991 -0.1 -0.1 0.2
Cl -3.495722 -0.271187 -0.152440 -0.2 -0.2 0.1
C -2.001807 -1.122993 1.999215 0.0 0.1 -0.2
N -0.826835 -0.980434 1.427098 0.1 0.2 0.0
H -3.072261 -2.095940 5.131371 0.0 0.0 0.0
H -5.274275 -1.619936 4.096324 0.0 0.0 0.0
H -5.418141 -0.824083 1.764979 0.0 0.0 0.0
C 0.810502 2.680287 3.152234 0.1 0.0 -0.1
C -0.047633 1.794625 2.284929 -0.1 0.0 0.1
O 0.774891 1.186338 1.225204 0.0 -0.2 -0.1
H 0.190417 3.142129 3.920455 0.0 0.0 0.0
H 1.279988 3.476657 2.573425 0.0 0.0 0.0
H 1.589399 2.108482 3.661023 0.0 0.0 0.0
H -0.824245 2.342012 1.759137 0.0 0.0 0.0
H -0.506855 0.991000 2.856648 0.0 0.0 0.0
H 1.460182 0.675627 1.683453 -0.1 0.0 0.1
S -1.554567 1.940734 -0.818927 -0.4 -1.0 0.2
C -0.628044 3.365592 -1.084542 0.4 -0.1 -0.1
N -1.244158 4.334310 -1.807953 -0.1 -0.1 0.0
C -0.708845 5.539067 -2.101024 -0.1 0.0 0.0
C 0.547084 5.850104 -1.670791 0.0 0.0 0.0
C 1.234226 4.890529 -0.918440 0.0 0.0 0.0
C 0.660882 3.672302 -0.628041 0.0 0.0 0.0
H -2.181940 4.122977 -2.131615 0.0 0.0 0.0
H -1.331666 6.206049 -2.679027 0.0 0.0 0.0
H 0.978988 6.811343 -1.902377 0.0 0.0 0.0
H 2.226699 5.116603 -0.549248 0.0 0.0 0.0
H 1.168181 2.941869 -0.019488 0.0 0.0 0.0
```
Forces are in eV/Å.

Here are the Löwdin charges for atoms 1 to 4, given in e: number 1, Ir, carries 0.686; number 2, C, carries -0.448; number 3, C, carries -0.441; number 4, S, carries 0.827

***

Record 6
Density functional theory data (ωB97M-V with the def2-TZVPD basis set) for a structure of composition C16H23BCoN6.

For the highest occupied orbital energy (alpha / beta), the calculation gives -16.11 / -15.42 eV. Its charge is +2. Its spin multiplicity is 4. For the orbital gap (alpha / beta), the calculation gives 5.48 / 4.14 eV.

XYZ file:
```
47
Properties=species:S:1:pos:R:3:forces:R:3
C -1.877577 -1.473150 1.325639 -0.7 0.1 0.5
N -1.769657 -0.242635 0.772400 -1.1 -0.7 0.4
N -3.050502 0.317782 0.784106 0.8 -0.3 0.4
C -3.889651 -0.521156 1.419365 1.0 0.5 -0.7
C -3.186018 -1.668606 1.770977 0.8 -0.4 -0.1
B -3.254600 1.657357 0.042611 0.5 0.0 -0.2
N -2.204120 2.627778 0.658236 0.9 0.1 0.5
N -0.858581 2.258632 0.640693 -1.4 1.5 0.3
C -0.142712 3.323144 1.078084 -0.6 0.4 0.3
C -1.021990 4.345184 1.431215 0.6 -0.3 -0.1
C -2.307854 3.870087 1.163025 0.7 -1.1 -0.5
Co -0.241844 0.611716 0.096428 -1.9 0.5 -1.2
N -2.742897 1.388425 -1.412405 0.3 0.1 -0.3
N -1.451214 0.920730 -1.579022 0.0 0.0 -0.1
C -1.244526 0.771554 -2.900908 -0.9 0.5 -0.3
C -2.390334 1.173172 -3.606634 0.8 -0.3 0.7
C -3.317670 1.554970 -2.623946 1.0 -0.3 0.8
H -0.293851 0.404685 -3.252976 -0.1 0.0 -0.1
H -4.325289 1.934126 -2.696330 0.0 0.0 -0.1
H -2.523256 1.189436 -4.666444 -0.1 0.0 -0.3
H -4.373906 2.076289 0.095768 0.2 -0.1 0.0
H -3.276985 4.317438 1.286897 -0.1 0.2 0.0
H -4.922749 -0.243470 1.565637 0.0 -0.1 -0.1
H -0.766916 5.311785 1.819158 0.1 0.1 0.1
H -3.574873 -2.539175 2.273943 0.0 0.0 0.0
H 0.942867 3.273211 1.094348 -0.3 0.1 0.1
H -1.004454 -2.112603 1.359853 -0.3 0.1 0.2
H 2.155512 1.353028 -0.165468 0.3 0.3 -0.2
C 2.883654 1.487648 0.645574 -0.1 0.2 0.3
H 3.075110 2.547926 0.840240 -0.1 -0.2 0.0
H 2.465439 0.999466 1.532596 0.3 0.1 0.0
H 3.831166 1.018614 0.360254 -0.4 0.0 0.0
C 2.525342 -3.773991 -1.092686 -0.4 -0.1 -0.4
C 2.819597 -2.660148 -0.084109 -0.1 0.5 -0.1
C 2.915291 -3.258150 1.328798 -0.4 0.2 0.4
C 4.152020 -1.980923 -0.449056 0.1 0.5 -0.2
C 1.716289 -1.667621 -0.140870 1.3 -1.5 0.3
C 0.885566 -0.762678 -0.100973 -0.9 -0.2 -0.3
H 3.348320 -4.497124 -1.055557 -0.2 0.1 0.0
H 2.445921 -3.364337 -2.107834 0.1 -0.2 0.2
H 1.583431 -4.279085 -0.843205 0.3 0.0 -0.1
H 3.747661 -3.972316 1.355805 -0.2 0.2 -0.1
H 3.095903 -2.474420 2.077091 0.0 -0.3 -0.2
H 1.983818 -3.781209 1.582909 0.3 0.0 0.0
H 4.097953 -1.564866 -1.465352 0.1 -0.1 0.3
H 4.386579 -1.168588 0.254489 0.0 -0.3 -0.2
H 4.956585 -2.727933 -0.412365 -0.3 0.2 0.0
```
Forces are in eV/Å.

Here are the Löwdin charges for atoms 1 to 4, given in e: number 1, C, carries -0.043; number 2, N, carries -0.032; number 3, N, carries 0.029; number 4, C, carries 0.030

***

Let's list energy in order: -26330.3091 -10731.0968 -168508.8445 -55429.6889 -109337.5101 -64188.7999 eV.
Let's list strongest force on any atom in order: 3.16 2.20 2.66 0.91 2.14 2.34 eV/Å.